# 1
Entry from the Open Molecules 2025 dataset: an isolated molecule of C18H23N5OS (wB97M-V/def2-TZVPD).

```
48
Properties=species:S:1:pos:R:3:forces:R:3:lowdin_charge:R:1
N 5.363657 -3.850603 1.683424 0.007 0.003 -0.043 0.17
C 4.345894 -3.346934 1.515598 -0.011 -0.004 0.079 -0.22
C 3.055024 -2.774771 1.299107 0.004 0.007 -0.035 -0.62
N 2.719880 -1.651650 1.819249 0.004 -0.001 0.002 0.06
N 1.459966 -1.336789 1.466666 -0.001 -0.001 -0.004 0.00
C 0.750087 -2.214436 0.652300 0.000 0.003 0.004 -0.64
N -0.427322 -2.146245 0.213997 0.001 0.005 -0.004 0.03
C -1.217492 -0.974791 0.561717 -0.004 -0.011 0.003 -0.22
C -0.930746 0.219199 -0.347472 0.005 0.007 -0.008 -0.30
C -1.750774 1.461538 0.074617 0.003 0.004 0.001 -0.15
C -2.247284 2.078924 -1.232222 -0.019 0.001 0.005 -0.14
C -2.565286 0.827710 -2.047495 0.027 -0.004 -0.010 -0.30
N -2.896606 0.994521 -3.454969 -0.031 0.008 0.006 0.10
C -2.791375 2.110489 -4.225803 0.030 0.002 -0.011 -0.50
O -2.401656 3.198550 -3.853542 0.002 0.000 0.000 0.07
C -3.213996 1.872260 -5.608609 -0.052 -0.024 0.019 0.10
C -3.570450 1.697655 -6.742098 0.045 0.020 -0.014 0.03
C -4.011243 1.500483 -8.122271 -0.008 -0.002 -0.002 -0.33
C -4.076076 0.010241 -8.485468 -0.002 -0.002 0.001 -0.17
C -4.535648 -0.180205 -9.927522 0.000 -0.001 0.000 -0.20
C -5.880675 0.497383 -10.174933 0.000 0.000 -0.003 -0.21
C -5.823403 1.978128 -9.809286 -0.001 0.000 0.000 -0.20
C -5.368688 2.177324 -8.366869 -0.003 -0.002 0.001 -0.17
C -1.327454 -0.047930 -1.815684 -0.004 -0.002 -0.002 -0.10
S 1.847117 -3.564080 0.311926 -0.002 -0.008 -0.002 1.09
H 1.093892 -0.462841 1.800513 -0.001 -0.001 0.000 0.14
H -2.271181 -1.245157 0.459777 0.000 0.001 0.002 0.12
H -1.078499 -0.684032 1.614366 0.000 0.004 -0.001 0.12
H 0.138223 0.445472 -0.300982 0.000 -0.005 0.006 0.13
H -2.604147 1.144688 0.683407 -0.001 0.000 0.000 0.11
H -1.171743 2.162463 0.675760 0.001 -0.001 -0.002 0.11
H -3.100954 2.742998 -1.107830 0.000 0.000 0.000 0.12
H -1.457369 2.648068 -1.718209 0.001 -0.001 0.001 0.11
H -3.429655 0.342237 -1.578463 0.001 0.000 0.002 0.15
H -3.230196 0.174296 -3.933783 0.000 0.000 0.001 0.14
H -3.271870 1.979725 -8.775382 0.000 0.000 0.001 0.15
H -3.099699 -0.450286 -8.324456 0.000 0.001 0.000 0.12
H -4.778732 -0.481355 -7.804587 0.001 0.000 0.000 0.12
H -3.786423 0.246602 -10.603464 0.000 0.001 0.000 0.12
H -4.596041 -1.245307 -10.159820 0.001 0.000 0.000 0.11
H -6.180018 0.375744 -11.217910 0.000 0.000 0.000 0.11
H -6.648077 0.006089 -9.566610 0.000 0.000 0.001 0.11
H -5.124911 2.489262 -10.480993 0.001 -0.001 0.000 0.12
H -6.798765 2.445772 -9.957292 0.001 0.001 0.000 0.11
H -6.102241 1.739552 -7.682240 0.000 0.000 0.000 0.12
H -5.298535 3.238274 -8.122466 0.001 0.000 0.000 0.12
H -0.543659 0.282816 -2.500002 0.000 0.003 0.002 0.13
H -1.507402 -1.106842 -2.007036 0.002 0.000 0.001 0.11
```
Forces are in eV/Å.

Results
2S+1: 1
Relative energy (zero: lowest compared OMol25 entry of this formula, charge and spin) (kcal per mole): 65.8
Max |F| (hartree/bohr): 0.00156
HOMO level (hartree): -0.3288
E_LUMO (eV): 0.02
HOMO-LUMO gap (hartree): 0.3294
DFT total energy (eV): -39370.4707

---

# 2
Entry from the Open Molecules 2025 dataset: a cluster of 3 separate species, C6H16O2 in total at a distorted geometry (wB97M-V/def2-TZVPD).

```
24
Properties=species:S:1:pos:R:3:forces:R:3:lowdin_charge:R:1
C -0.689250 -1.481679 1.276870 1.632 1.019 0.425 -0.11
C -0.069629 -0.935714 -0.053988 -1.023 -0.517 0.523 -0.21
C -0.072364 0.570466 -0.014302 -0.982 1.342 -0.364 -0.34
C -0.629803 1.318289 0.936839 1.553 2.469 -2.390 0.04
C 0.228811 1.348643 -1.276976 2.823 -1.794 -0.415 -0.20
C 1.708354 1.042834 -1.787234 1.174 1.336 -0.628 -0.10
H -0.111463 -1.151461 2.202589 -0.568 0.038 -1.390 0.09
H -0.647978 -2.535687 1.398876 -0.194 -1.128 -0.483 0.06
H -1.684041 -1.122483 1.372081 -0.921 0.133 0.164 0.04
H 0.888520 -1.403523 -0.149031 1.079 0.190 -0.071 0.08
H -0.589824 -1.289732 -1.000206 0.258 0.475 1.404 0.12
H -1.040361 1.083103 1.813874 -1.383 -1.773 3.322 0.01
H -0.645697 2.433239 0.840282 0.094 -1.010 -0.363 0.08
H 0.122881 2.426752 -1.254619 -0.515 -0.092 0.372 0.10
H -0.386850 0.871669 -2.022109 -0.571 0.342 -0.499 0.09
H 2.380515 1.975340 -1.893774 -1.354 -0.996 0.249 0.08
H 1.643498 0.668522 -2.837309 0.370 -0.181 0.955 0.07
H 2.371915 0.413888 -1.130555 -1.117 0.102 -0.667 0.06
H 1.786895 0.426850 2.384222 0.127 -0.300 -0.585 0.03
H 2.354233 -0.588432 1.301211 -0.309 0.523 0.547 0.02
O 2.296499 -0.385117 2.249783 0.302 -0.168 0.077 -0.07
H -3.095571 -0.516272 -1.204086 -1.912 3.002 -0.296 -0.01
H -3.313136 -1.838267 -0.212931 0.833 2.141 -2.039 0.11
O -2.806157 -1.331219 -0.939517 0.607 -5.151 2.153 -0.05
```
Forces are in eV/Å.

Results
2S+1: 1
Relative energy (zero: lowest compared OMol25 entry of this formula, charge and spin) (kcal per mole): 46.3
Max |F| (hartree/bohr): 0.10921
HOMO level (hartree): -0.3433
E_LUMO (eV): 0.65
HOMO-LUMO gap (hartree): 0.3672
DFT total energy (eV): -10574.5341

---

# 3
Entry from the Open Molecules 2025 dataset: a structure of composition C3H9NO2 at a distorted geometry (wB97M-V/def2-TZVPD).

```
15
Properties=species:S:1:pos:R:3:forces:R:3:lowdin_charge:R:1
C -0.079184 -0.077208 1.489280 0.136 -0.750 1.127 -0.05
C -0.549009 -0.099144 0.051856 0.368 0.464 2.334 -0.68
C -2.273032 0.669230 -1.419105 -4.326 -2.447 2.344 -0.04
H 4.119756 -0.507205 -0.581016 -1.488 0.916 6.025 0.22
H 2.795125 -0.266472 0.754023 4.669 -0.357 -1.014 0.06
H -0.986672 0.467312 2.066791 2.670 -1.533 -0.415 0.10
H 1.062520 0.500960 1.607995 -3.748 -1.915 -0.228 0.14
H -0.043057 -1.328035 1.619690 0.138 3.565 0.671 0.15
H -2.429854 0.286896 0.732653 1.183 -1.405 -2.175 0.13
H -1.519031 0.794948 -2.112310 2.384 0.757 -0.391 0.02
H -2.932841 -0.053394 -2.077718 0.323 1.867 1.618 0.10
H -2.766438 1.611136 -0.953878 0.684 -1.561 -1.709 0.10
N -1.935308 -0.192532 -0.112674 -0.074 3.156 -0.970 0.00
O 3.907131 -0.324040 0.661242 -3.219 -0.591 -5.099 -0.31
O 0.299743 -0.065421 -0.786205 0.300 -0.164 -2.119 0.05
```
Forces are in eV/Å.

Results
2S+1: 1
Relative energy (zero: lowest compared OMol25 entry of this formula, charge and spin) (kcal per mole): 112.8
Max |F| (hartree/bohr): 0.12200
HOMO level (hartree): -0.3641
E_LUMO (eV): 0.46
HOMO-LUMO gap (hartree): 0.3811
DFT total energy (eV): -8838.0631

---

> Look up the HOMO-LUMO gap of the second one.

0.3672 hartree

---

> Look up the HOMO-LUMO gap of the second one.

0.3672 hartree

---

> 2S+1 of number 1 (C18H23N5OS)?

1

---

> The highest max |F| belongs to which entry?

C3H9NO2